{"formula": "C4H8N2O", "method": "ωB97M-V with the def2-TZVPD basis set", "orbital_gap_ha": [0.3060, 0.3060], "homo_energy_ev": [-7.41, -7.40], "relative_energy_kj_mol": 447.43, "elements": ["H", "O", "C", "H", "N", "C", "N", "H", "H", "C", "H", "H", "H", "H", "C"], "xyz": [[0.298, -0.398, -1.193], [0.852, -1.985, -0.036], [-1.484, 0.997, -0.353], [-1.496, -1.078, 0.480], [-0.791, 0.944, 0.794], [-1.836, -0.055, 0.642], [2.129, -1.170, -1.739], [2.854, -1.859, -1.603], [2.224, -0.496, -2.480], [0.060, 1.349, 1.672], [0.578, 2.288, 1.517], [-2.639, 0.061, 1.379], [-2.040, 1.872, -0.668], [0.262, 0.720, 2.530], [1.029, -1.189, -0.942]], "forces_ev_per_angstrom": [[0.1, -0.1, 0.0], [0.1, 0.3, -0.3], [0.0, 0.2, 0.0], [-0.1, 0.2, 0.0], [0.1, 0.1, 0.1], [-0.1, -0.3, 0.2], [0.0, -0.1, 0.0], [-0.1, 0.1, 0.0], [-0.1, -0.1, 0.1], [-0.1, 0.0, -0.1], [-0.1, -0.1, 0.0], [0.1, 0.0, -0.1], [0.1, -0.1, 0.1], [0.0, 0.1, -0.1], [0.0, -0.1, 0.1]]}

{"formula": "C2H2FNO2", "method": "ωB97M-V with the def2-TZVPD basis set", "smiles": "C=C=O.O=NF", "orbital_gap_ha": [0.3293, 0.3292], "homo_energy_ev": [-9.56, -9.56], "relative_energy_kj_mol": 437.02, "elements": ["O", "O", "H", "C", "H", "N", "F", "C"], "xyz": [[-0.015, -2.243, 0.162], [1.557, 0.987, 1.033], [-1.431, 0.481, 0.824], [-1.004, -0.008, -0.032], [-1.194, 0.427, -0.997], [0.967, 1.167, 0.063], [1.619, 0.394, -1.117], [-0.499, -1.205, 0.065]], "forces_ev_per_angstrom": [[0.2, -0.1, 0.0], [-0.9, 0.2, -2.0], [0.0, -0.1, 0.3], [-1.1, 0.3, -0.1], [0.1, -0.1, -0.2], [1.8, 0.3, 1.6], [0.0, 0.1, 0.4], [-0.1, -0.5, 0.0]]}

{"formula": "C27H33KN8O6S2", "method": "ωB97M-V with the def2-TZVPD basis set", "orbital_gap_ha": 0.1455, "homo_energy_ev": -0.43, "charge": -2, "relative_energy_kj_mol": 185.41, "elements": ["H", "C", "C", "H", "S", "H", "H", "H", "C", "H", "C", "C", "O", "H", "K", "O", "H", "C", "C", "C", "N", "H", "C", "H", "C", "C", "H", "H", "C", "S", "C", "O", "H", "H", "H", "C", "N", "H", "H", "C", "C", "C", "H", "N", "C", "H", "C", "N", "H", "H", "H", "N", "H", "O", "C", "H", "H", "H", "H", "C", "C", "N", "C", "C", "H", "N", "H", "C", "C", "H", "N", "C", "O", "H", "H", "H", "O"], "xyz": [[-0.838, 4.866, -2.269], [-1.932, -0.155, 3.227], [-3.148, 7.836, 0.973], [-3.019, 1.066, -1.298], [1.667, -2.969, 0.168], [0.441, 2.774, -1.811], [-2.182, 6.495, 5.040], [4.953, 0.035, -0.636], [5.036, -0.067, -3.586], [-0.185, 0.953, -5.262], [0.588, -0.668, -3.281], [-0.564, 0.242, -3.266], [-1.609, -0.040, 5.625], [2.133, 2.499, -3.737], [-0.834, -0.395, 0.524], [-4.370, -1.068, 5.680], [3.531, -0.835, -2.252], [-0.901, 4.379, -1.304], [3.989, 0.126, -2.501], [-0.840, 1.014, -4.402], [3.426, 2.742, -1.351], [4.571, -0.470, -4.486], [-1.807, 4.195, 0.905], [3.089, 3.460, -0.724], [-1.956, 1.829, -4.410], [2.736, 3.404, -3.646], [3.131, 3.662, -4.629], [5.799, -0.778, -3.263], [3.871, 3.216, -2.652], [4.330, 1.975, 1.020], [-2.692, 4.548, 2.079], [-3.237, 3.650, 2.690], [-3.672, 2.469, -3.257], [-3.721, 6.003, 5.758], [5.543, 0.865, -3.842], [-3.041, 5.831, 4.924], [-1.344, 0.305, -2.182], [4.610, 2.519, -3.039], [3.166, 0.754, -2.840], [-1.060, 3.020, 1.052], [4.102, 1.792, -0.624], [-2.422, 1.075, -2.205], [-4.013, 8.205, 1.525], [1.883, -2.291, -2.500], [-3.712, -0.815, 4.677], [-1.918, 7.657, 2.720], [2.248, -2.996, -1.413], [-2.869, 5.856, 2.454], [-1.320, 6.725, 1.373], [-2.296, 5.770, -0.488], [1.182, -0.716, -4.201], [3.307, -3.840, -1.716], [3.347, -4.094, -2.691], [-5.275, -1.372, 2.897], [-2.236, 7.023, 1.884], [-2.615, 8.697, 0.569], [-1.123, 2.430, 1.962], [-3.526, 7.241, 0.142], [-4.102, 7.110, 3.537], [-3.093, -0.451, 2.400], [-1.713, 4.878, -0.297], [4.533, 0.695, -1.275], [-2.304, -0.297, 4.644], [-4.177, -0.948, 3.258], [-2.696, 4.800, 4.974], [-0.256, 2.558, 0.101], [-4.612, 5.420, 3.509], [-0.193, 3.215, -1.052], [-3.748, 6.077, 3.600], [3.435, -4.581, -1.046], [0.857, -1.441, -2.291], [-2.782, 1.856, -3.297], [-0.811, 0.204, 2.788], [2.071, 4.210, -3.333], [-2.185, 2.433, -5.283], [4.398, 4.171, -2.517], [-3.143, -0.315, 1.143]], "forces_ev_per_angstrom": [[0.0, 0.0, 0.0], [-0.4, 0.0, 0.2], [-0.1, 0.0, 0.0], [-0.1, 0.0, 0.1], [0.0, 0.1, 0.0], [0.1, 0.0, -0.1], [0.0, 0.0, 0.0], [0.0, 0.0, 0.0], [0.0, 0.0, 0.0], [0.0, 0.0, 0.0], [-0.1, 0.0, 0.1], [0.2, -0.1, -0.1], [0.0, 0.0, -0.1], [0.0, 0.0, 0.0], [1.3, -0.6, -1.5], [0.1, 0.0, -0.1], [0.1, 0.1, -0.1], [0.0, -0.1, 0.1], [-0.2, -0.1, 0.1], [0.0, 0.0, 0.0], [-0.1, 0.0, 0.2], [0.0, 0.0, 0.0], [0.1, 0.1, 0.3], [0.0, 0.0, -0.1], [0.0, 0.0, 0.0], [-0.1, 0.0, 0.0], [0.0, 0.0, 0.0], [0.0, 0.0, 0.0], [0.2, 0.1, 0.0], [0.1, 0.1, 0.0], [0.0, -0.2, -0.3], [0.0, 0.1, 0.0], [0.0, 0.0, 0.0], [0.0, 0.0, 0.0], [0.0, 0.0, 0.0], [0.0, 0.0, 0.0], [0.0, -0.1, 0.0], [-0.1, 0.0, 0.0], [0.1, 0.0, 0.0], [0.0, 0.1, -0.1], [-0.2, 0.0, 0.1], [0.0, 0.0, 0.0], [0.0, 0.0, 0.0], [-0.1, 0.1, 0.2], [0.0, 0.0, 0.0], [0.0, 0.0, -0.1], [-0.3, 0.2, -0.3], [-0.2, -0.1, -0.1], [-0.1, 0.0, 0.0], [0.0, 0.0, 0.1], [0.0, 0.0, 0.0], [0.0, 0.0, 0.0], [0.0, 0.0, 0.0], [0.1, 0.0, 0.0], [0.3, 0.0, 0.2], [0.0, 0.0, 0.0], [0.0, 0.0, 0.1], [0.0, 0.0, 0.0], [0.0, 0.0, 0.0], [-0.1, 0.0, 0.0], [-0.1, 0.0, -0.1], [0.3, 0.0, 0.1], [-0.1, -0.1, 0.1], [-0.1, 0.0, 0.0], [0.0, 0.0, 0.0], [0.0, -0.2, 0.0], [0.0, 0.0, 0.0], [0.0, 0.1, 0.0], [0.0, 0.1, 0.0], [0.0, 0.0, 0.0], [0.1, -0.1, -0.1], [0.0, 0.0, 0.0], [0.1, 0.5, 0.9], [0.0, 0.0, 0.0], [0.0, 0.0, 0.0], [0.0, -0.1, 0.0], [-0.6, 0.0, 0.3]]}

{"formula": "C17H15N5O3S2", "method": "ωB97M-V with the def2-TZVPD basis set", "orbital_gap_ha": 0.2838, "homo_energy_ev": -7.56, "relative_energy_kj_mol": 1120.33, "elements": ["C", "H", "H", "C", "C", "H", "H", "N", "O", "C", "H", "S", "S", "H", "H", "H", "C", "C", "H", "H", "N", "H", "C", "C", "C", "C", "N", "N", "C", "H", "H", "C", "C", "N", "H", "H", "C", "O", "O", "C", "C", "C"], "xyz": [[4.540, 0.423, 2.011], [2.585, 3.175, -1.215], [5.398, -1.492, 2.885], [-0.168, 0.928, -0.538], [-3.816, 2.915, 1.827], [-3.230, 0.438, -1.334], [-0.962, -4.611, -1.154], [3.333, 0.086, -1.052], [-3.280, -4.052, -0.090], [-4.161, -3.210, -0.160], [-2.112, 1.919, -1.700], [0.374, 2.629, -1.084], [4.553, -1.688, 0.568], [3.556, -0.685, -1.930], [0.125, -3.522, -0.239], [-1.949, 3.422, 1.011], [-3.597, -1.819, -0.021], [2.261, 2.242, -0.821], [-5.842, 2.072, 1.945], [2.508, 2.097, 0.482], [0.095, -1.266, 0.116], [-0.818, -4.713, 0.744], [4.986, -0.810, 2.135], [-0.751, -4.123, -0.267], [-2.844, 2.789, 1.019], [-2.083, -1.876, -0.156], [4.012, 1.024, 0.949], [-1.309, 0.158, -0.659], [-2.454, 1.167, -0.984], [4.731, 1.328, 3.001], [-5.288, -3.505, 0.234], [-1.250, -0.952, -0.264], [-1.890, -3.337, -0.210], [0.706, 0.106, -0.017], [-3.936, 3.813, 2.456], [-4.212, -0.850, 0.009], [-3.187, 1.782, -0.040], [-4.325, 1.519, 0.357], [2.124, 1.035, -2.827], [2.535, 0.852, -1.684], [3.952, -0.042, 0.170], [-4.865, 2.140, 1.520]], "forces_ev_per_angstrom": [[2.3, 5.3, 7.7], [1.2, 0.4, -0.5], [-0.1, 1.1, 0.0], [2.7, -1.9, 1.1], [-4.8, 3.9, 5.5], [0.6, 0.8, -1.3], [0.9, -2.4, -1.7], [3.1, -7.1, -5.3], [8.3, -2.8, -0.9], [-4.9, 8.8, 3.1], [0.4, -0.8, -0.3], [0.3, -2.4, 1.1], [-0.3, 3.5, 1.4], [-0.2, 1.9, 3.6], [0.6, 0.4, -0.3], [-0.3, -0.5, 0.0], [-1.3, -1.3, -1.4], [-2.6, -2.1, 4.1], [-0.4, -0.7, -0.8], [-1.1, 0.9, -4.6], [-1.2, 5.2, -0.7], [0.7, 0.2, -2.1], [-0.1, -3.2, -1.3], [0.3, -2.0, 3.4], [7.5, -1.1, -7.1], [-12.7, -14.1, 0.8], [0.5, -4.0, -1.5], [-3.3, 16.8, -4.6], [0.2, -5.5, -4.6], [-0.5, -3.3, -2.8], [3.0, 0.7, -1.6], [12.3, -4.5, 3.8], [-4.9, 5.8, 1.3], [-0.2, -2.6, 0.0], [0.4, -1.0, 0.4], [0.9, -1.9, 0.0], [3.0, 8.2, 9.6], [-9.3, -5.0, 0.6], [1.2, -3.1, 0.6], [-2.9, 9.7, 0.2], [-1.4, 0.6, -2.3], [2.5, -0.8, -2.6]]}

no.,calculated total energy (hartree)
1,-341.8332
2,-382.3640
3,-3334.5727
4,-1952.1305